Entry 1:
Density functional theory data (ωB97M-V/def2-TZVPD) for a cluster of 11 separate species, C72H66ClNO22Si in total in a non-equilibrium geometry.

- strongest force on any atom (eV Å⁻¹) = 7.6
- E_tot (eV) = -142652.097
- E_HOMO (eV) = -9.012
- gap between HOMO and LUMO (eV) = 7.046
- lowest unoccupied orbital energy (eV) = -1.966

```
! wB97M-V def2-TZVPD RIJCOSX def2/J DEFGRID3
* xyz 0 1
C 3.291 2.946 2.863
C 3.017 2.285 1.352
N 2.386 3.384 0.525
C 0.893 3.214 0.356
C 0.037 3.131 1.752
Si -1.612 2.165 1.303
C -1.336 0.247 1.173
C -0.981 -0.268 -0.359
C -0.099 -1.676 -0.196
Cl 1.644 -1.176 0.189
C -3.103 2.659 2.445
C -4.185 3.453 1.454
C -5.745 3.315 1.941
O -3.827 4.868 1.223
C 2.927 3.354 -0.920
C 2.856 4.740 -1.796
O 3.407 2.262 -1.522
H 2.439 3.757 3.025
H 3.305 2.128 3.707
H 4.297 3.550 2.784
H 4.070 1.926 0.980
H 2.233 1.399 1.474
H 0.512 4.192 -0.211
H 0.709 2.312 -0.370
H -0.212 4.213 2.186
H 0.534 2.505 2.607
H -1.934 2.608 -0.077
H -2.344 -0.303 1.470
H -0.473 -0.140 1.868
H -0.292 0.466 -0.960
H -1.921 -0.487 -1.021
H -0.602 -2.360 0.624
H -0.095 -2.175 -1.255
H -3.570 1.711 2.961
H -2.778 3.461 3.267
H -4.078 2.909 0.397
H -6.316 2.737 1.068
H -5.843 2.767 2.970
H -6.183 4.424 1.970
H -4.596 5.220 0.656
H 1.925 4.618 -2.532
H 3.849 4.918 -2.389
H 2.565 5.601 -1.053
O -4.176 0.512 4.720
C -4.977 0.728 5.619
C -6.401 0.363 5.482
C -7.275 0.602 6.464
C -6.855 1.239 7.728
O -7.656 1.455 8.628
C -5.431 1.604 7.865
C -4.557 1.365 6.883
H -6.693 -0.104 4.549
H -8.323 0.341 6.380
H -5.139 2.071 8.798
H -3.509 1.626 6.967
O 0.755 6.790 -2.743
C 1.042 7.482 -3.710
C 0.634 8.899 -3.787
C 0.946 9.654 -4.846
C 1.712 9.104 -5.982
O 1.998 9.796 -6.949
C 2.119 7.687 -5.905
C 1.808 6.932 -4.847
H 0.074 9.288 -2.946
H 0.654 10.694 -4.918
H 2.680 7.298 -6.746
H 2.099 5.892 -4.774
O -0.526 -4.614 5.667
C -1.445 -3.925 6.087
C -1.742 -2.602 5.502
C -2.745 -1.849 5.962
C -3.601 -2.307 7.075
O -4.520 -1.618 7.494
C -3.305 -3.630 7.660
C -2.301 -4.383 7.199
H -1.105 -2.281 4.686
H -2.975 -0.877 5.545
H -3.941 -3.952 8.476
H -2.071 -5.356 7.617
O 9.235 -0.952 2.593
C 8.242 -0.489 3.136
C 6.929 -0.484 2.460
C 5.845 0.024 3.054
C 5.912 0.599 4.412
O 4.919 1.062 4.956
C 7.224 0.593 5.089
C 8.309 0.086 4.495
H 6.896 -0.910 1.465
H 4.875 0.037 2.572
H 7.258 1.020 6.084
H 9.278 0.073 4.977
O -1.491 13.772 -8.123
C -0.999 13.036 -8.967
C -1.363 13.153 -10.393
C -0.827 12.346 -11.314
C 0.153 11.305 -10.946
O 0.645 10.568 -11.790
C 0.516 11.187 -9.520
C -0.020 11.994 -8.599
H -2.082 13.922 -10.647
H -1.083 12.418 -12.364
H 1.236 10.418 -9.265
H 0.237 11.922 -7.549
O -7.611 -6.333 6.810
C -8.169 -5.263 6.613
C -9.610 -5.195 6.300
C -10.219 -4.025 6.083
C -9.477 -2.750 6.148
O -10.036 -1.680 5.951
C -8.036 -2.818 6.461
C -7.427 -3.988 6.678
H -10.140 -6.139 6.256
H -11.275 -3.958 5.851
H -7.506 -1.874 6.505
H -6.371 -4.055 6.910
O -2.642 -4.600 0.465
C -2.151 -5.336 -0.379
C -2.514 -5.219 -1.805
C -1.978 -6.026 -2.726
C -0.999 -7.067 -2.358
O -0.507 -7.804 -3.202
C -0.635 -7.184 -0.932
C -1.171 -6.378 -0.011
H -3.234 -4.450 -2.059
H -2.235 -5.953 -3.776
H 0.084 -7.954 -0.678
H -0.915 -6.450 1.039
O 5.565 -6.538 -4.721
C 4.764 -6.322 -3.822
C 3.341 -6.687 -3.958
C 2.466 -6.449 -2.976
C 2.886 -5.812 -1.712
O 2.085 -5.596 -0.813
C 4.310 -5.447 -1.576
C 5.184 -5.685 -2.558
H 3.048 -7.154 -4.891
H 1.418 -6.710 -3.061
H 4.602 -4.980 -0.643
H 6.232 -5.424 -2.473
O -3.516 -6.996 -4.767
C -3.450 -6.930 -5.987
C -3.470 -5.631 -6.688
C -3.400 -5.561 -8.021
C -3.299 -6.779 -8.849
O -3.234 -6.714 -10.069
C -3.280 -8.078 -8.148
C -3.349 -8.148 -6.815
H -3.544 -4.747 -6.066
H -3.414 -4.617 -8.550
H -3.206 -8.962 -8.770
H -3.336 -9.093 -6.286
O 9.242 -4.406 -0.958
C 10.338 -4.063 -0.538
C 10.468 -3.192 0.646
C 11.667 -2.816 1.103
C 12.912 -3.257 0.444
O 14.009 -2.914 0.863
C 12.782 -4.128 -0.741
C 11.584 -4.504 -1.197
H 9.545 -2.878 1.119
H 11.779 -2.177 1.970
H 13.705 -4.443 -1.214
H 11.471 -5.144 -2.064
*
```

Entry 2:
Density functional theory data (ωB97M-V/def2-TZVPD) for a cluster of 2 separate species, C2H5O3S in total in a non-equilibrium geometry.

- strongest force on any atom (eV Å⁻¹) = 3.6
- energy above the lowest of the compared OMol25 structures with the same formula, charge and spin (eV) = 2.9186
- E_tot (eV) = -19130.744
- E_HOMO (alpha / beta) (eV) = -2.862 / -1.822
- gap between HOMO and LUMO (alpha / beta) (eV) = 6.766 / 5.725
- lowest unoccupied orbital energy (alpha / beta) (eV) = 3.904 / 3.903

```
! wB97M-V def2-TZVPD RIJCOSX def2/J DEFGRID3
* xyz -1 1
C -0.097 0.831 0.281
C -1.762 -0.691 -0.394
O 3.057 1.116 0.483
O 2.941 -1.308 0.783
O -1.510 0.513 0.335
S 2.465 -0.134 0.040
H 0.293 1.462 1.101
H 0.207 1.200 -0.608
H -2.883 -0.813 -0.753
H -1.424 -1.526 0.140
H -1.287 -0.650 -1.409
*
```

Entry 3:
Density functional theory data (ωB97M-V/def2-TZVPD) for a cluster of 2 separate species, C2H6N2 in total in a non-equilibrium geometry.

- strongest force on any atom (eV Å⁻¹) = 3.3
- energy above the lowest of the compared OMol25 structures with the same formula, charge and spin (eV) = 3.0670
- E_tot (eV) = -5148.853
- E_HOMO (eV) = -9.394
- gap between HOMO and LUMO (eV) = 10.705
- lowest unoccupied orbital energy (eV) = 1.311

```
! wB97M-V def2-TZVPD RIJCOSX def2/J DEFGRID3
* xyz 0 1
C -0.708 2.634 -5.003
N -1.038 3.751 -4.510
H -1.148 1.755 -4.718
H 0.063 2.364 -5.637
H -0.576 4.711 -4.530
C 1.207 -3.591 4.974
N 0.471 -2.669 4.510
H 2.209 -3.610 4.585
H 0.914 -4.336 5.736
H -0.477 -2.717 4.741
*
```

Entry 4:
Density functional theory data (ωB97M-V/def2-TZVPD) for a structure of composition C6H15NO2 in a non-equilibrium geometry.

- strongest force on any atom (eV Å⁻¹) = 5.0
- energy above the lowest of the compared OMol25 structures with the same formula, charge and spin (eV) = 4.2754
- E_tot (eV) = -12047.136
- E_HOMO (eV) = -7.205
- gap between HOMO and LUMO (eV) = 7.828
- lowest unoccupied orbital energy (eV) = 0.623

```
! wB97M-V def2-TZVPD RIJCOSX def2/J DEFGRID3
* xyz 0 1
C 0.911 0.523 0.626
C -0.919 -0.199 -0.923
C 0.478 -0.486 -1.012
C 2.147 -0.215 1.106
C -0.072 0.763 1.750
C -1.848 -1.097 -0.162
N -1.387 1.020 -1.259
O 1.283 1.765 0.033
O -0.511 -1.160 -2.708
H 1.378 2.438 0.723
H -0.389 -2.118 -2.649
H -0.783 1.619 -1.803
H -2.382 1.178 -1.269
H 0.806 -1.475 -0.727
H 1.101 0.113 -1.660
H 2.644 0.340 1.915
H 2.877 -0.325 0.301
H 1.892 -1.207 1.487
H 0.394 1.360 2.551
H -0.936 1.348 1.426
H -0.398 -0.167 2.218
H -1.305 -1.877 0.371
H -2.476 -0.554 0.547
H -2.504 -1.590 -0.883
*
```

Entry 5:
Density functional theory data (ωB97M-V/def2-TZVPD) for a cluster of 2 separate species, C10H13ClN3O in total in a non-equilibrium geometry.

- strongest force on any atom (eV Å⁻¹) = 5.6
- E_tot (eV) = -29606.871
- E_HOMO (alpha / beta) (eV) = -10.521 / -11.946
- gap between HOMO and LUMO (alpha / beta) (eV) = 6.883 / 5.851
- lowest unoccupied orbital energy (alpha / beta) (eV) = -3.638 / -6.096

```
! wB97M-V def2-TZVPD RIJCOSX def2/J DEFGRID3
* xyz 1 3
C 0.734 -0.999 0.947
C -0.217 -3.123 0.665
C 2.027 -1.450 0.614
C 1.042 -3.571 0.360
C -0.363 -1.806 1.049
C 2.197 -2.757 0.407
C -1.627 0.453 -0.605
C -0.098 2.240 -1.335
C 1.228 1.821 -1.801
C -0.242 3.684 -0.872
N -0.921 1.386 -0.969
N -1.716 0.006 1.437
N -2.955 0.324 1.728
O -1.616 -1.334 1.418
Cl 3.753 -3.487 0.085
H 0.650 0.018 1.291
H -1.119 -3.758 0.679
H 2.860 -0.815 0.723
H 1.220 -4.633 0.079
H -2.313 -0.074 -1.364
H 1.305 1.288 -2.759
H 1.840 1.044 -1.185
H 1.830 2.730 -1.973
H -1.071 4.056 -1.437
H 0.787 4.183 -1.125
H -0.401 3.654 0.166
H -3.160 1.265 2.059
H -3.656 -0.343 1.718
*
```

Entry 6:
Density functional theory data (ωB97M-V/def2-TZVPD) for a cluster of 10 separate species, C45H105N5O10 in total in a non-equilibrium geometry.

- strongest force on any atom (eV Å⁻¹) = 4.4
- energy above the lowest of the compared OMol25 structures with the same formula, charge and spin (eV) = 7.3386
- E_tot (eV) = -76282.132
- E_HOMO (eV) = -8.039
- gap between HOMO and LUMO (eV) = 8.231
- lowest unoccupied orbital energy (eV) = 0.192

```
! wB97M-V def2-TZVPD RIJCOSX def2/J DEFGRID3
* xyz 0 1
C 6.651 -0.191 -11.322
C 5.516 -1.046 -11.767
C 4.267 -0.188 -12.205
C 6.000 -1.883 -12.945
C 6.898 -3.154 -12.766
C 6.212 -4.001 -11.695
C 5.709 -3.218 -10.363
C 4.876 -4.244 -9.545
C 6.887 -2.876 -9.531
N 4.935 -1.984 -10.744
O 4.509 -1.331 -9.546
H 7.500 -0.829 -11.074
H 6.980 0.405 -12.173
H 6.447 0.447 -10.462
H 4.612 0.581 -12.896
H 3.444 -0.606 -12.785
H 3.849 0.413 -11.397
H 5.092 -2.179 -13.471
H 6.555 -1.181 -13.567
H 7.020 -3.621 -13.744
H 7.926 -2.952 -12.466
H 6.676 -4.931 -11.367
H 5.356 -4.446 -12.203
H 4.675 -3.824 -8.559
H 5.430 -5.147 -9.289
H 3.946 -4.524 -10.039
H 7.808 -2.859 -10.114
H 7.071 -3.645 -8.781
H 6.897 -1.871 -9.108
H 3.656 -1.770 -9.507
C 10.361 6.784 -3.818
C 9.990 5.792 -2.755
C 10.033 4.335 -3.393
C 11.127 5.833 -1.672
C 11.242 7.066 -0.714
C 9.881 7.295 -0.104
C 8.764 7.429 -1.147
C 7.417 7.350 -0.372
C 8.958 8.840 -1.678
N 8.762 6.298 -2.145
O 7.648 6.311 -2.949
H 11.220 6.432 -4.388
H 9.541 6.916 -4.524
H 10.572 7.803 -3.491
H 9.596 3.622 -2.694
H 9.473 4.293 -4.328
H 11.081 4.101 -3.580
H 11.345 4.940 -1.087
H 12.077 5.891 -2.204
H 11.914 6.803 0.104
H 11.682 7.939 -1.196
H 9.838 8.148 0.574
H 9.732 6.408 0.512
H 7.304 6.370 0.093
H 6.638 7.308 -1.133
H 7.343 8.147 0.368
H 8.574 8.860 -2.698
H 9.952 9.259 -1.831
H 8.290 9.500 -1.124
H 7.128 5.570 -2.631
C -2.519 -1.427 -1.027
C -1.461 -0.390 -0.633
C -0.929 -0.704 0.758
C -0.469 -0.530 -1.811
C 0.591 0.625 -1.760
C -0.152 1.980 -1.787
C -1.237 2.232 -0.769
C -0.611 2.748 0.623
C -2.118 3.400 -1.369
N -2.079 0.954 -0.709
O -3.097 1.113 0.180
H -3.254 -1.563 -0.234
H -3.077 -1.227 -1.942
H -2.014 -2.389 -1.104
H -0.880 -1.717 1.159
H 0.067 -0.270 0.850
H -1.713 -0.348 1.426
H 0.038 -1.479 -1.635
H -1.043 -0.636 -2.731
H 1.215 0.489 -0.876
H 1.326 0.618 -2.565
H -0.625 2.114 -2.760
H 0.659 2.708 -1.778
H -0.001 3.649 0.691
H -0.144 1.895 1.115
H -1.417 2.952 1.328
H -1.586 4.321 -1.606
H -2.874 3.669 -0.631
H -2.704 3.147 -2.252
H -3.868 1.245 -0.377
C -3.549 -13.238 9.065
C -2.370 -12.307 8.466
C -1.403 -11.946 9.600
C -1.566 -13.117 7.400
C -0.699 -12.207 6.477
C -1.421 -11.027 5.756
C -2.092 -10.226 6.970
C -1.058 -9.385 7.713
C -2.999 -9.166 6.289
N -2.925 -11.042 7.892
O -3.830 -10.423 8.790
H -3.738 -12.919 10.090
H -4.438 -13.211 8.435
H -3.433 -14.322 9.072
H -1.712 -11.057 10.152
H -1.132 -12.788 10.237
H -0.420 -11.578 9.306
H -0.791 -13.760 7.817
H -2.200 -13.752 6.782
H 0.227 -12.004 7.014
H -0.302 -12.827 5.673
H -2.089 -11.390 4.975
H -0.590 -10.380 5.474
H -0.091 -9.872 7.837
H -1.587 -9.249 8.657
H -0.873 -8.421 7.240
H -3.541 -8.589 7.038
H -3.912 -9.534 5.823
H -2.530 -8.378 5.699
H -3.169 -10.070 9.390
C -5.257 6.065 7.358
C -6.628 5.299 7.436
C -6.526 3.794 6.932
C -6.956 5.290 9.003
C -8.421 4.974 9.339
C -9.370 5.884 8.592
C -9.155 5.951 7.054
C -9.822 4.724 6.506
C -9.793 7.359 6.561
N -7.698 6.087 6.785
O -7.476 6.362 5.417
H -4.949 6.347 6.351
H -5.218 7.055 7.812
H -4.438 5.499 7.802
H -6.632 3.668 5.854
H -5.562 3.392 7.243
H -7.345 3.170 7.292
H -6.332 4.489 9.399
H -6.561 6.109 9.604
H -8.631 3.933 9.092
H -8.681 5.033 10.396
H -9.326 6.858 9.080
H -10.379 5.602 8.895
H -10.903 4.801 6.626
H -9.395 3.865 7.024
H -9.618 4.481 5.463
H -10.223 7.243 5.566
H -9.159 8.239 6.671
H -10.611 7.648 7.220
H -7.634 7.308 5.441
O -9.480 -1.200 -1.892
H -9.753 -0.724 -1.108
H -8.656 -0.787 -2.149
O -9.632 -6.512 -1.051
H -8.907 -5.902 -0.913
H -9.724 -6.968 -0.214
O -8.689 4.193 0.277
H -8.296 4.915 0.767
H -9.613 4.429 0.201
O -8.523 5.184 -5.790
H -8.246 5.358 -6.689
H -8.112 4.347 -5.570
O -6.369 1.298 -5.552
H -5.463 1.133 -5.293
H -6.512 0.726 -6.306
*
```